Record 1
DFT (ωB97M-V with the def2-TZVPD basis set) results for C31H53IrN5O6PSSi2 as an isolated structure at a distorted geometry.

Geometry (Å):
Ir: -0.297138 -0.318132 -0.498360
O: 3.362210 -0.919416 -2.568133
C: 2.436627 -0.556092 -1.864678
O: 1.193040 -0.577756 -2.146444
C: 2.706504 -0.045128 -0.498897
C: 3.971970 0.276699 -0.052208
C: 4.118292 0.745425 1.241750
C: 2.996945 0.868440 2.046626
C: 1.767299 0.528123 1.525606
N: 1.632953 0.076487 0.276859
C: 0.501654 0.616239 2.296350
O: 0.515338 0.940663 3.472036
O: -0.519462 0.287581 1.604291
H: 4.801802 0.162811 -0.734624
H: 5.097961 1.012739 1.617401
H: 3.043289 1.222229 3.066762
C: 1.815582 -4.893555 -2.207680
N: 0.486454 -4.627705 -2.762152
C: -0.489710 -5.532934 -2.160670
N: -0.503577 -5.474718 -0.700167
C: 0.846792 -5.761339 -0.217215
N: 1.848994 -4.844730 -0.747306
C: 1.647053 -3.483587 -0.253792
P: 0.013715 -2.756572 -0.785024
C: 0.096698 -3.231819 -2.583412
C: -1.012460 -4.196326 -0.200427
H: 2.515458 -4.158566 -2.607848
H: 2.126792 -5.891746 -2.519376
H: -0.241239 -6.553981 -2.455847
H: -1.483128 -5.283823 -2.537779
H: 1.112292 -6.770140 -0.536536
H: 0.857559 -5.725819 0.874129
H: 2.467713 -2.853146 -0.601507
H: 1.677638 -3.492637 0.839981
H: 0.800607 -2.573819 -3.084998
H: -0.893876 -3.071569 -3.014868
H: -2.043352 -4.061007 -0.532041
H: -1.017250 -4.214265 0.891467
C: 2.005032 2.515479 -1.955837
Si: 0.165065 2.543920 -2.342786
C: -0.270559 4.385269 -2.340251
C: -0.162398 1.812259 -4.038250
C: -0.949129 1.741478 -1.073705
Si: -2.753462 2.182989 -1.094952
C: -3.071961 3.925181 -0.468683
C: -3.756350 1.091758 0.073161
C: -3.477200 2.113307 -2.832554
H: 2.464250 3.460125 -2.256949
H: 2.520059 1.711479 -2.484180
H: 2.187132 2.388502 -0.884486
H: 0.518723 4.982994 -2.807280
H: -0.396060 4.742422 -1.314125
H: -1.204114 4.579756 -2.880106
H: 0.650608 2.037322 -4.735157
H: -1.092104 2.193400 -4.470366
H: -0.236084 0.722633 -3.957719
H: -0.591550 2.022439 -0.066063
H: -2.679555 4.054479 0.545279
H: -4.148904 4.123910 -0.439983
H: -2.611086 4.686005 -1.101545
H: -3.156227 0.255668 0.438752
H: -4.649727 0.688632 -0.409465
H: -4.087959 1.667476 0.941702
H: -3.164815 2.986914 -3.414557
H: -4.571874 2.110306 -2.800465
H: -3.147418 1.233624 -3.382348
O: -2.143751 -1.582493 -1.254811
N: -3.436061 -1.649528 -1.520070
C: -4.280514 -2.095118 -0.571866
C: -5.624508 -2.223168 -0.853973
C: -6.107384 -1.894982 -2.109518
C: -5.214177 -1.418971 -3.059025
C: -3.880841 -1.307703 -2.739064
H: -3.843271 -2.325919 0.398362
H: -6.281293 -2.579680 -0.072615
H: -7.156912 -2.010030 -2.346666
H: -5.541795 -1.132076 -4.048430
H: -3.121007 -0.954230 -3.415868
C: -5.171577 -0.984020 4.170316
C: -3.732714 -0.784171 4.650604
C: -2.807195 -0.252699 3.560604
S: -2.231017 -1.508611 2.371560
O: -3.282418 -2.600985 2.341319
C: -0.833896 -2.201917 3.352377
C: -1.224800 -3.418515 4.193322
C: -0.399416 -4.657363 3.854208
H: -5.808581 -1.327424 4.987293
H: -5.201955 -1.724494 3.373749
H: -5.577688 -0.041618 3.791892
H: -3.343853 -1.728076 5.041303
H: -3.726236 -0.064918 5.471822
H: -1.895740 0.197771 3.955047
H: -3.314308 0.498636 2.950556
H: -0.435134 -1.378463 3.943994
H: -0.091575 -2.460895 2.589494
H: -2.277868 -3.641049 4.009076
H: -1.118583 -3.185743 5.253859
H: -0.570214 -4.960799 2.818702
H: -0.675741 -5.493986 4.497791
H: 0.670649 -4.472703 3.981408

Atoms 1-3, force components in eV/Å:
2.803 -0.314 -0.058
-0.063 -0.021 -0.219
0.221 -0.162 0.073

Properties
relative energy (zero: lowest compared OMol25 entry of this formula, charge and spin)	1.544	eV
LUMO	-0.5539	eV



Record 2
DFT (ωB97M-V with the def2-TZVPD basis set) results for the molecule C4H9NO2.

Geometry (Å):
C: -2.142571 -0.675301 -0.053623
C: -0.761927 -0.314691 -0.569036
O: -0.823243 1.021261 -1.022301
C: 0.303481 -0.448676 0.524186
N: 1.609335 -0.006245 0.072673
C: 2.223890 1.144197 0.473827
O: 3.342678 1.475915 0.143802
H: -2.177317 -1.711008 0.299933
H: -2.884086 -0.549262 -0.847395
H: -2.413599 -0.007649 0.771154
H: -0.491592 -0.990851 -1.399819
H: 0.063123 1.257656 -1.329494
H: 0.012496 0.175107 1.378000
H: 0.363002 -1.485265 0.877151
H: 2.197758 -0.643908 -0.450188
H: 1.578572 1.758724 1.131132

Atoms 1-3, force components in eV/Å:
-0.021 0.000 0.028
-0.041 -0.329 0.129
0.244 0.118 -0.145

Properties
relative energy (zero: lowest compared OMol25 entry of this formula, charge and spin)	0.823	eV
SMILES	C[C@@H](O)CNC=O
LUMO	0.8338	eV



Record 3
DFT (ωB97M-V with the def2-TZVPD basis set) results for a 7-piece molecular cluster, C43H48O4 overall.

Geometry (Å):
C: 2.546275 -1.115147 2.230856
C: 3.838191 -1.459235 1.543263
O: 4.001477 -1.442156 0.344222
O: 4.816397 -1.831153 2.416571
C: 6.151428 -1.651843 1.928604
C: 6.646939 -0.233030 2.225673
C: 7.782061 0.201341 1.291648
C: 7.446441 0.283792 -0.202772
O: 7.098305 1.607167 -0.667250
C: 5.965044 2.140468 -0.165401
O: 5.104147 2.609474 -0.852335
H: 2.003004 -0.393025 1.621976
H: 1.945242 -2.031442 2.275934
H: 2.712916 -0.758511 3.245376
H: 6.196589 -1.899737 0.868566
H: 6.774191 -2.376885 2.460452
H: 7.021761 -0.226511 3.255214
H: 5.807950 0.467389 2.201332
H: 8.146690 1.188719 1.598007
H: 8.620726 -0.490388 1.417019
H: 6.652335 -0.405627 -0.500533
H: 8.335335 0.035033 -0.785647
H: 5.902757 2.176310 0.931837
C: -1.309813 -3.487860 0.795172
C: -2.385040 -3.581436 1.668650
C: -3.055968 -2.434210 2.068878
C: -2.650349 -1.192501 1.598081
C: -1.572371 -1.098525 0.728744
C: -0.903639 -2.246640 0.325255
H: -0.787596 -4.382478 0.481401
H: -2.700001 -4.549165 2.037306
H: -3.897164 -2.506592 2.746692
H: -3.177361 -0.298586 1.907187
H: -1.253604 -0.130450 0.363403
H: -0.062318 -2.173161 -0.352373
C: -5.857929 0.252352 -0.054828
C: -6.173839 -1.038080 0.347566
C: -7.464111 -1.337798 0.762094
C: -8.438271 -0.348654 0.772358
C: -8.121908 0.941998 0.371207
C: -6.830326 1.242234 -0.039484
H: -4.852752 0.484515 -0.385003
H: -5.413446 -1.808844 0.335849
H: -7.712089 -2.344656 1.072690
H: -9.446319 -0.584790 1.087824
H: -8.883967 1.711245 0.375324
H: -6.580028 2.246416 -0.356520
C: 11.471691 3.933436 -3.443633
C: 12.121960 3.873417 -2.218799
C: 11.440686 3.429706 -1.094045
C: 10.109913 3.046630 -1.194669
C: 9.457477 3.107257 -2.418368
C: 10.140930 3.551192 -3.542596
H: 12.002837 4.278114 -4.321581
H: 13.158882 4.174017 -2.140662
H: 11.947061 3.384179 -0.138140
H: 9.575263 2.702120 -0.318669
H: 8.420505 2.809724 -2.492611
H: 9.634183 3.599527 -4.497815
C: 1.635444 -4.330972 6.501312
C: 2.294152 -5.543513 6.650033
C: 3.336844 -5.876703 5.796377
C: 3.720667 -4.997042 4.793754
C: 3.062086 -3.784448 4.643625
C: 2.019072 -3.452388 5.497463
H: 0.823004 -4.070966 7.167574
H: 1.993722 -6.230198 7.430872
H: 3.849853 -6.822720 5.912574
H: 4.534273 -5.255581 4.127878
H: 3.364551 -3.102008 3.862833
H: 1.502601 -2.507689 5.379595
C: -8.807623 5.851457 -1.588398
C: -8.493326 4.504957 -1.466996
C: -9.228208 3.552927 -2.160520
C: -10.280520 3.950457 -2.974191
C: -10.596389 5.296420 -3.094523
C: -9.859487 6.247270 -2.402323
H: -8.232072 6.592448 -1.048803
H: -7.674791 4.199993 -0.827891
H: -8.985011 2.501879 -2.066779
H: -10.853826 3.209362 -3.516029
H: -11.417742 5.604812 -3.728346
H: -10.105351 7.297060 -2.496646
C: -5.676784 -1.140224 -6.352058
C: -5.455962 -2.153971 -5.429866
C: -5.535771 -1.884983 -4.070485
C: -5.835249 -0.602298 -3.632809
C: -6.054037 0.411573 -4.555390
C: -5.975673 0.142879 -5.914923
H: -5.616393 -1.350374 -7.412189
H: -5.220727 -3.153938 -5.771199
H: -5.364080 -2.675071 -3.350357
H: -5.900679 -0.393100 -2.573818
H: -6.287000 1.412503 -4.213710
H: -6.146947 0.933530 -6.634137

Atoms 1-3, force components in eV/Å:
-0.036 -0.396 -0.120
0.140 -0.133 -0.585
-0.010 0.216 0.720

Properties
SMILES	CC(=O)OCCCCOC=O.c1ccccc1.c1ccccc1.c1ccccc1.c1ccccc1.c1ccccc1.c1ccccc1
LUMO	0.6191	eV